Entry 1:
DFT (ωB97M-V with the def2-TZVPD basis set) results for one molecule with the formula C18H22FN5O3.

The SMILES is CCOC(=O)C1(Cc2cccc(F)c2)CCN(C(=O)Cn2cnnn2)CC1. The energy above the lowest of the compared OMol25 structures with the same formula, charge and spin is 70.1 kcal per mole. The calculation puts the HOMO energy at -9.2 eV. The calculation puts the calculated total energy at -1298.4365 Eh. The value obtained for the molar mass is 375.404 Da. The orbital gap is 9.8 eV. The value obtained for the LUMO energy is 0.6195 eV.

Each line ends with the Mulliken charge.
Positions of all 49 atoms, in Å:
F (0.37693, -5.37754, 2.90123)  -0.317
O (2.32873, -0.00691, -1.88117)  -0.185
O (-2.59320, 2.55639, 0.79494)  -0.643
O (2.88855, -0.33194, 0.34775)  -0.601
N (-2.96880, -1.56140, 3.62828)  -0.373
N (-2.25997, -0.53972, 3.88744)  -0.289
N (-3.86382, -1.33421, 2.63644)  -0.420
N (-0.42155, 1.85376, 1.17766)  0.085
N (-2.72311, 0.43892, 3.06408)  0.581
C (2.09516, -3.65250, -0.44255)  -0.511
C (-0.08935, 1.94120, -0.28761)  -0.927
C (2.07285, -0.31527, -0.57166)  -0.397
C (0.20474, -1.95281, -0.71227)  -1.669
C (-1.73284, 2.13277, 1.56424)  0.976
C (-3.67486, -0.11538, 2.22206)  0.050
C (0.32160, -3.73369, 1.17814)  -0.245
C (0.30955, -0.42028, 1.39117)  -0.381
C (2.69182, -4.73986, 0.20122)  -0.613
C (0.93319, -4.80830, 1.80994)  0.170
C (-0.36452, 0.52633, -0.87841)  -1.328
C (-2.33417, 1.85911, 2.93025)  -1.192
C (0.52050, 1.00376, 1.95586)  -1.145
C (0.56874, -0.56138, -0.18318)  2.083
C (2.11986, -5.35577, 1.32815)  -0.631
C (3.71864, 0.01073, -2.31226)  -0.287
C (0.88629, -3.10307, 0.04486)  0.524
C (4.16914, 1.43953, -2.54177)  -1.111
H (3.85541, 2.05765, -1.68904)  0.278
H (-0.86525, -2.17583, -0.61727)  0.530
H (0.97361, 2.22562, -0.44943)  0.360
H (-0.74138, -0.73851, 1.59561)  0.036
H (0.36510, 1.03842, 3.01818)  0.372
H (0.48310, -1.97972, -1.75959)  0.578
H (-1.39829, 0.21668, -0.72780)  0.493
H (1.53827, 1.38768, 1.74136)  0.436
H (-0.08830, 0.58287, -1.92992)  0.523
H (3.63356, 1.81044, -3.44705)  0.278
H (2.54153, -6.24041, 1.76603)  0.457
H (3.64212, -5.07887, -0.18472)  0.365
H (0.97231, -1.08215, 1.95450)  0.478
H (4.38301, -0.47503, -1.58396)  0.369
H (2.53640, -3.23926, -1.33198)  0.424
H (-0.64507, -3.38178, 1.58724)  0.414
H (3.81761, -0.57837, -3.25231)  0.336
H (-3.20826, 2.48993, 3.11310)  0.384
H (-0.74425, 2.66773, -0.80767)  0.424
H (-4.25841, 0.40648, 1.43534)  0.454
H (-1.58995, 2.07533, 3.68971)  0.433
H (5.26269, 1.50044, -2.61355)  0.370

---

Entry 2:
DFT (ωB97M-V with the def2-TZVPD basis set) results for CH3MgO2Tl as an isolated structure.

Its expectation value of S² is 0.76. The energy above the lowest of the compared OMol25 structures with the same formula, charge and spin is 0.0 kcal per mole. The calculation puts the HOMO energy (spin up / spin down) at -13.1 / -13.1 eV. The calculation puts the calculated total energy at -562.6335 Eh. Its net charge is +1. Its multiplicity is 2. The value obtained for the molar mass is 275.721 Da. The orbital gap (spin up / spin down) is 7.9 / 5.4 eV. The value obtained for the LUMO energy (spin up / spin down) is -5.2025 / -7.6903 eV.

Each line ends with the Mulliken charge.
Positions of all 8 atoms, in Å:
Tl (2.59856, -1.55807, 0.65852)  0.854
Mg (1.45737, 1.18745, -0.52742)  1.228
O (-0.07062, 0.39885, 0.18766)  -0.569
O (2.84296, 0.02348, -0.18655)  -0.609
C (-1.40213, 0.07410, -0.01026)  -0.602
H (-1.52919, -0.71459, -0.77661)  0.248
H (-2.08801, 0.89563, -0.29227)  0.242
H (-1.80893, -0.30684, 0.94693)  0.208

---

Entry 3:
DFT (ωB97M-V with the def2-TZVPD basis set) results for one molecule with the formula C20H20ClN3O3.

The SMILES is COc1ccc(/C=C/C(=O)NCC(=O)N/N=C(/C)c2ccc(Cl)cc2)cc1. The energy above the lowest of the compared OMol25 structures with the same formula, charge and spin is 72.4 kcal per mole. The calculation puts the HOMO energy at -8.5 eV. The calculation puts the calculated total energy at -1624.3006 Eh. The value obtained for the molar mass is 385.851 Da. The orbital gap is 8.4 eV. The value obtained for the LUMO energy is -0.0623 eV.

Each line ends with the Mulliken charge.
Positions of all 47 atoms, in Å:
Cl (-0.90578, -3.23171, 1.08088)  -0.223
O (-6.45611, 0.41132, -0.80004)  -0.458
O (4.54246, 3.01605, -0.52789)  -0.623
O (1.87463, 0.31228, 1.96985)  -0.733
N (4.55961, 0.20930, -0.85058)  -1.153
N (1.62085, 2.38812, 1.14177)  -0.078
N (3.87145, 0.91727, 0.08529)  0.507
C (-2.47986, 1.19732, 0.14649)  0.330
C (1.13758, 1.17442, 1.49606)  0.284
C (4.98192, -1.78376, -2.07766)  -1.187
C (-5.15944, 0.60219, -0.45493)  0.895
C (3.91606, 2.26659, 0.18044)  0.586
C (2.93200, -1.58193, -0.57495)  -0.414
C (-4.39149, -0.28122, 0.30089)  -0.631
C (1.78012, -3.10134, 0.89258)  -0.872
C (-3.07669, 0.01789, 0.59515)  -0.587
C (-4.57219, 1.78521, -0.91406)  -0.673
C (1.70404, -1.09854, -1.01997)  0.203
C (0.52054, -1.61381, -0.52864)  -0.755
C (4.17479, -0.97019, -1.12234)  0.386
C (-0.28819, 0.90756, 1.27924)  -0.025
C (0.57057, -2.60681, 0.43551)  0.606
C (-1.10026, 1.54255, 0.42433)  -0.143
C (3.00891, 2.75385, 1.33132)  -0.751
C (-3.25972, 2.06958, -0.62355)  -0.593
C (-7.10677, -0.76261, -0.37365)  -0.819
C (2.95855, -2.59076, 0.37946)  -0.183
H (-0.63211, 0.04746, 1.83431)  0.403
H (5.82915, -1.20188, -2.42660)  0.401
H (4.36704, -2.08365, -2.92517)  0.307
H (5.33645, -2.68905, -1.58653)  0.310
H (-6.62345, -1.65814, -0.77649)  0.335
H (3.90524, -2.96240, 0.74227)  0.471
H (-0.73304, 2.38910, -0.14514)  0.297
H (-0.42977, -1.24101, -0.87807)  0.549
H (3.35803, 2.29235, 2.26091)  0.313
H (-7.14301, -0.82741, 0.71827)  0.335
H (-2.50431, -0.69185, 1.17100)  0.164
H (1.67930, -0.31082, -1.75973)  0.418
H (1.01362, 3.06315, 0.70932)  0.202
H (-4.80787, -1.20817, 0.66234)  0.410
H (3.25435, 0.41175, 0.73117)  0.321
H (1.80029, -3.87007, 1.64909)  0.443
H (3.09141, 3.83828, 1.40311)  0.402
H (-5.17421, 2.46013, -1.50157)  0.425
H (-2.82383, 2.98829, -0.98955)  0.360
H (-8.12086, -0.69489, -0.76394)  0.238

---

Entry 4:
DFT (ωB97M-V with the def2-TZVPD basis set) results for one molecule with the formula C18H29N5O5S.

The SMILES is CCCCNC(=O)NS(=O)(=O)c1ccc(NC(=O)[C@@H](NC(N)=O)[C@H](C)CC)cc1. The energy above the lowest of the compared OMol25 structures with the same formula, charge and spin is 0.0 kcal per mole. The calculation puts the HOMO energy at -8.9 eV. The calculation puts the calculated total energy at -1751.5705 Eh. The value obtained for the molar mass is 427.527 Da. The orbital gap is 9.2 eV. The value obtained for the LUMO energy is 0.3536 eV.

Each line ends with the Mulliken charge.
Positions of all 58 atoms, in Å:
S (-3.46503, 1.85532, 0.35087)  1.279
O (-3.57945, 3.27637, 0.43989)  -0.695
O (3.11350, -2.42889, 0.19058)  -0.740
O (3.41935, 2.08202, -0.06588)  -0.676
O (-4.25553, 1.04208, 1.23236)  -0.703
O (-3.57590, -0.35833, -2.61095)  -0.654
N (-3.89054, 1.43431, -1.22260)  -0.227
N (2.21891, 0.18774, 0.38183)  0.108
N (3.92237, -3.02561, -1.83509)  -0.395
N (-5.01724, -0.52592, -0.86480)  -0.038
N (4.53103, -1.02746, -0.88453)  -0.139
C (-4.55658, -3.38930, 2.46376)  -1.557
C (-4.34942, -2.56671, 1.19761)  0.371
C (3.82133, -2.17756, -0.77562)  0.580
C (-0.77887, 2.34088, 0.24242)  -0.760
C (0.55427, 1.97624, 0.22746)  -0.607
C (-5.34801, -1.92249, -1.05150)  -0.826
C (-5.57221, -2.62514, 0.28372)  -0.780
C (4.58966, -0.03971, 0.17642)  -0.357
C (5.91094, 0.74354, 0.14177)  0.421
C (3.35636, 0.89108, 0.13920)  0.468
C (7.10633, -0.54744, 2.00338)  -1.244
C (0.90555, 0.63476, 0.39140)  0.577
C (-1.42243, 0.04658, 0.59325)  -0.169
C (-0.09442, -0.32572, 0.57910)  -0.967
C (-1.75252, 1.37867, 0.42686)  0.164
C (6.16371, 1.39796, -1.21798)  -1.802
C (7.09704, -0.14742, 0.53236)  -0.586
C (-4.11954, 0.10432, -1.63222)  0.391
H (-4.52604, -2.38312, -1.60756)  0.420
H (-5.41289, -3.01778, 3.02158)  0.336
H (-6.25498, -2.00090, -1.66412)  0.280
H (-3.36556, 1.96513, -1.90221)  0.342
H (4.95413, -0.77671, -1.76206)  0.285
H (7.05879, 0.33457, 2.63790)  0.308
H (-4.73436, -4.43450, 2.21841)  0.366
H (8.01673, 0.39935, 0.31496)  0.410
H (1.32506, 2.71544, 0.08702)  0.555
H (6.43962, 0.66383, -1.97379)  0.411
H (-3.68027, -3.33105, 3.10466)  0.393
H (-3.47868, -2.94579, 0.65626)  0.315
H (4.52436, -0.59320, 1.12151)  0.250
H (-5.31949, -0.06216, -0.01865)  0.295
H (5.80957, 1.54318, 0.88172)  0.448
H (2.33826, -0.82189, 0.52185)  0.044
H (0.18614, -1.36067, 0.70650)  0.473
H (3.48953, -3.92754, -1.74040)  0.263
H (5.28315, 1.94261, -1.54497)  0.376
H (-1.08164, 3.36884, 0.12232)  0.479
H (4.63184, -2.91666, -2.53658)  0.171
H (6.98567, 2.10428, -1.13386)  0.453
H (-2.20472, -0.68010, 0.73711)  0.260
H (7.09293, -1.04643, -0.08880)  0.226
H (-6.42185, -2.16441, 0.79221)  0.342
H (-5.82865, -3.66734, 0.08173)  0.380
H (-4.16037, -1.52794, 1.47612)  -0.033
H (6.26636, -1.19296, 2.24766)  0.318
H (8.02069, -1.08775, 2.23687)  0.395